{"formula": "C17H41BrIN2O6P2ReSbSi3", "method": "wB97M-V/def2-TZVPD", "total_energy_ha": -5974.52986, "orbital_gap_ev": [7.4, 6.9], "spin_multiplicity": 4, "s_squared": 3.793, "relative_energy_kj_mol": 150.2, "total_charge": 2, "largest_force_ev_per_a": 2.05, "lumo_ev": [-5.96, -6.69], "species": ["Re", "N", "C", "C", "P", "O", "O", "O", "P", "O", "O", "O", "H", "H", "H", "H", "H", "H", "H", "H", "Br", "C", "C", "C", "N", "C", "C", "H", "H", "H", "H", "I", "C", "H", "H", "C", "Si", "C", "C", "Sb", "Si", "C", "C", "C", "Si", "C", "C", "C", "H", "H", "H", "H", "H", "H", "H", "H", "H", "H", "H", "H", "H", "H", "H", "H", "H", "H", "H", "H", "H", "H", "H", "H", "H", "H", "H"], "coordinates": [[-1.516, -0.402, -0.465], [-3.344, 3.925, 0.232], [-3.100, 2.745, 1.155], [-3.839, 2.845, 2.476], [-1.263, 2.557, 1.265], [-0.877, 3.444, 2.537], [-0.699, 3.154, 0.022], [-1.038, 1.087, 1.572], [-3.560, 1.232, 0.209], [-5.024, 1.664, -0.241], [-3.503, -0.047, 0.969], [-2.619, 1.269, -1.017], [-3.399, 4.804, 0.748], [-4.206, 3.802, -0.306], [-2.534, 3.955, -0.416], [-3.509, 3.712, 3.047], [-3.620, 1.957, 3.069], [-4.919, 2.894, 2.329], [-0.285, 4.171, 2.304], [-5.684, 0.957, -0.219], [-2.306, -6.546, 1.963], [-1.897, -4.848, 1.324], [-1.336, -4.689, 0.061], [-1.057, -3.423, -0.386], [-1.317, -2.317, 0.340], [-1.840, -2.484, 1.576], [-2.131, -3.720, 2.100], [-1.121, -5.544, -0.565], [-0.609, -3.264, -1.356], [-2.051, -1.587, 2.143], [-2.542, -3.801, 3.097], [-4.051, -1.822, -2.055], [-2.014, -1.152, -2.360], [-1.496, -1.996, -2.804], [-2.098, -0.356, -3.095], [2.042, -3.309, 0.131], [2.346, -1.942, -1.127], [4.118, -1.336, -1.183], [1.661, -2.369, -2.833], [1.010, 0.229, -0.343], [1.568, 1.858, -2.424], [-0.011, 1.667, -3.386], [3.037, 1.089, -3.256], [2.005, 3.528, -1.762], [2.000, 0.077, 2.193], [0.766, -0.784, 3.276], [2.336, 1.864, 2.568], [3.591, -0.873, 2.089], [1.515, -4.141, -0.336], [1.455, -2.971, 0.985], [2.988, -3.711, 0.500], [4.790, -2.056, -0.708], [4.250, -0.379, -0.677], [4.454, -1.219, -2.214], [1.387, -3.427, -2.898], [2.409, -2.198, -3.609], [0.779, -1.772, -3.073], [-0.004, 0.722, -3.933], [-0.154, 2.478, -4.104], [-0.856, 1.675, -2.696], [2.848, 0.065, -3.581], [3.918, 1.102, -2.614], [3.272, 1.683, -4.147], [1.143, 3.996, -1.287], [2.350, 4.169, -2.578], [2.808, 3.452, -1.027], [-0.227, -0.363, 3.127], [1.044, -0.626, 4.323], [0.744, -1.860, 3.094], [1.412, 2.376, 2.841], [2.770, 2.365, 1.702], [3.035, 1.955, 3.403], [3.489, -1.868, 1.665], [3.960, -0.990, 3.114], [4.355, -0.330, 1.531]]}



{"formula": "C29H38BF7N2O26S", "method": "wB97M-V/def2-TZVPD", "total_energy_ha": -4315.77461, "orbital_gap_ev": 8.6, "spin_multiplicity": 1, "smiles": "C=CN(C(=O)OB(O)N(C)C)S(=O)(=O)C(F)(F)C(F)(F)C(F)(F)F.O=C1OCCO1.O=C1OCCO1.O=C1OCCO1.O=C1OCCO1.O=C1OCCO1.O=C1OCCO1.O=C1OCCO1", "largest_force_ev_per_a": 4.30, "lumo_ev": 0.12, "species": ["C", "C", "N", "C", "O", "O", "B", "O", "N", "C", "C", "S", "O", "O", "C", "F", "F", "C", "F", "F", "C", "F", "F", "F", "H", "H", "H", "H", "H", "H", "H", "H", "H", "H", "O", "C", "O", "C", "C", "O", "H", "H", "H", "H", "O", "C", "O", "C", "C", "O", "H", "H", "H", "H", "O", "C", "O", "C", "C", "O", "H", "H", "H", "H", "O", "C", "O", "C", "C", "O", "H", "H", "H", "H", "O", "C", "O", "C", "C", "O", "H", "H", "H", "H", "O", "C", "O", "C", "C", "O", "H", "H", "H", "H", "O", "C", "O", "C", "C", "O", "H", "H", "H", "H"], "coordinates": [[-2.125, -2.676, 0.930], [-2.361, -1.411, 0.697], [-2.625, -0.817, -0.622], [-1.456, -0.761, -1.476], [-1.500, -0.068, -2.417], [-0.367, -1.463, -1.145], [0.846, -0.703, -1.237], [1.407, -0.293, -2.421], [1.525, -0.356, 0.024], [1.705, 1.113, 0.144], [2.919, -0.894, -0.164], [-3.934, -1.524, -1.417], [-3.567, -2.798, -1.972], [-4.390, -0.697, -2.486], [-5.387, -1.779, -0.280], [-6.261, -2.479, -1.002], [-5.115, -2.546, 0.773], [-6.150, -0.473, 0.147], [-7.236, -0.910, 0.837], [-6.616, 0.212, -0.874], [-5.379, 0.453, 1.131], [-4.442, 1.161, 0.549], [-6.263, 1.358, 1.574], [-4.945, -0.201, 2.225], [-2.210, -3.457, 0.162], [-1.883, -3.026, 1.964], [-2.413, -0.719, 1.546], [1.260, -0.949, -3.119], [2.463, 1.280, 0.933], [2.124, 1.561, -0.775], [0.801, 1.634, 0.502], [3.464, -0.913, 0.791], [2.873, -1.866, -0.679], [3.451, -0.185, -0.832], [-2.077, -3.704, 3.482], [-3.121, -3.462, 4.009], [-4.075, -4.384, 4.273], [-5.063, -3.759, 5.098], [-4.884, -2.302, 4.770], [-3.502, -2.227, 4.411], [-6.059, -4.126, 4.859], [-4.846, -3.984, 6.144], [-5.487, -1.987, 3.915], [-5.103, -1.652, 5.616], [-7.309, -2.041, 7.228], [-8.188, -1.805, 6.463], [-8.429, -0.581, 5.924], [-9.404, -0.748, 4.893], [-10.103, -2.019, 5.303], [-9.082, -2.723, 6.012], [-10.075, 0.107, 4.852], [-8.890, -0.842, 3.933], [-10.941, -1.838, 5.979], [-10.455, -2.598, 4.451], [2.735, 4.093, 0.164], [3.289, 4.354, -0.856], [3.265, 3.565, -1.964], [3.843, 4.311, -3.035], [4.708, 5.304, -2.316], [4.031, 5.473, -1.066], [4.414, 3.668, -3.697], [3.041, 4.788, -3.607], [5.710, 4.920, -2.127], [4.786, 6.252, -2.845], [7.709, 4.705, -3.615], [8.289, 3.847, -3.028], [7.690, 2.894, -2.269], [8.686, 1.931, -1.926], [9.964, 2.720, -2.043], [9.639, 3.698, -3.029], [8.521, 1.544, -0.922], [8.634, 1.104, -2.637], [10.228, 3.231, -1.114], [10.807, 2.111, -2.363], [6.083, -2.754, -0.427], [5.731, -3.563, -1.219], [6.548, -4.496, -1.778], [5.728, -5.418, -2.492], [4.491, -4.607, -2.780], [4.458, -3.685, -1.691], [6.226, -5.761, -3.396], [5.524, -6.279, -1.851], [4.565, -4.047, -3.715], [3.587, -5.213, -2.801], [6.043, 1.732, -4.531], [5.426, 1.774, -5.545], [4.213, 2.375, -5.683], [3.912, 2.416, -7.078], [4.741, 1.285, -7.630], [5.837, 1.227, -6.719], [2.846, 2.278, -7.249], [4.211, 3.389, -7.475], [4.212, 0.329, -7.608], [5.088, 1.474, -8.644], [-1.411, 2.360, 6.203], [-2.140, 2.417, 5.269], [-3.392, 2.958, 5.300], [-3.853, 3.049, 3.953], [-3.040, 1.990, 3.256], [-1.841, 1.950, 4.026], [-4.924, 2.863, 3.894], [-3.646, 4.054, 3.577], [-3.513, 1.012, 3.286], [-2.818, 2.245, 2.220]]}



{"formula": "C7H14", "method": "wB97M-V/def2-TZVPD", "total_energy_ha": -274.96247, "orbital_gap_ev": 10.9, "spin_multiplicity": 1, "smiles": "C1CCCC1.C=C", "relative_energy_kj_mol": 403.7, "largest_force_ev_per_a": 6.02, "lumo_ev": 0.99, "species": ["C", "C", "C", "C", "C", "H", "H", "H", "H", "H", "H", "H", "H", "H", "H", "C", "C", "H", "H", "H", "H"], "coordinates": [[-0.055, 0.107, 1.431], [1.476, 0.123, 1.653], [2.182, 0.595, 0.427], [1.051, 1.341, -0.270], [-0.108, 0.321, -0.031], [-0.430, -0.807, 1.825], [-0.524, 0.804, 2.105], [1.796, -0.937, 1.912], [1.729, 0.702, 2.518], [2.504, -0.165, -0.426], [3.020, 1.288, 0.676], [1.461, 1.674, -1.282], [0.635, 2.262, 0.240], [0.143, -0.687, -0.611], [-1.074, 0.872, -0.228], [-2.136, -0.762, -1.197], [-2.389, -1.743, -1.988], [-1.322, -0.093, -1.282], [-2.859, -0.618, -0.504], [-1.962, -1.799, -3.117], [-3.243, -2.390, -1.973]]}



What did the third record say?
{"formula": "C7H14", "method": "wB97M-V/def2-TZVPD", "total_energy_ha": -274.96247, "orbital_gap_ev": 10.9, "spin_multiplicity": 1, "smiles": "C1CCCC1.C=C", "relative_energy_kj_mol": 403.7, "largest_force_ev_per_a": 6.02, "lumo_ev": 0.99, "species": ["C", "C", "C", "C", "C", "H", "H", "H", "H", "H", "H", "H", "H", "H", "H", "C", "C", "H", "H", "H", "H"], "coordinates": [[-0.055, 0.107, 1.431], [1.476, 0.123, 1.653], [2.182, 0.595, 0.427], [1.051, 1.341, -0.270], [-0.108, 0.321, -0.031], [-0.430, -0.807, 1.825], [-0.524, 0.804, 2.105], [1.796, -0.937, 1.912], [1.729, 0.702, 2.518], [2.504, -0.165, -0.426], [3.020, 1.288, 0.676], [1.461, 1.674, -1.282], [0.635, 2.262, 0.240], [0.143, -0.687, -0.611], [-1.074, 0.872, -0.228], [-2.136, -0.762, -1.197], [-2.389, -1.743, -1.988], [-1.322, -0.093, -1.282], [-2.859, -0.618, -0.504], [-1.962, -1.799, -3.117], [-3.243, -2.390, -1.973]]}



> What is the formula in the second record?

C29H38BF7N2O26S